[1]
Density functional theory data (ωB97M-V/def2-TZVPD) for C4H5NO2 as an isolated structure.

XYZ file:
```
12
Properties=species:S:1:pos:R:3:forces:R:3
C -1.97008 -0.01212 -0.06903 0.0 -0.1 0.1
N 0.48867 0.60761 0.15017 -1.5 -0.1 -0.1
C -0.50923 -0.21506 0.01396 1.0 1.5 -0.6
O 0.28143 1.97562 0.06174 -0.1 0.1 0.5
C 1.45615 -0.94845 -0.17353 -0.1 -2.4 0.1
C 2.60585 -1.38807 -0.06734 -0.6 0.8 -0.5
O 0.06804 -1.39093 -0.24048 1.4 0.5 0.6
H 0.96926 2.34922 0.63631 -0.2 -0.1 -0.2
H -2.34229 -0.36365 -1.03446 0.1 0.0 0.1
H -2.21503 1.04387 0.04494 0.1 -0.1 0.1
H -2.45806 -0.59691 0.71387 0.0 0.1 -0.1
H 3.62528 -1.06114 -0.03615 0.0 -0.2 0.2
```
Positions in Å, forces in eV/Å.

The total energy comes out at -9808.1097 eV. The charge is 0. As for the spin multiplicity: 1. The orbital gap comes out at 9.00 eV.

=====

[2]
Density functional theory data (ωB97M-V/def2-TZVPD) for an isolated molecule of C4H5NO2.

XYZ file:
```
12
Properties=species:S:1:pos:R:3:forces:R:3
O 2.98585 0.07455 -0.17554 -0.5 -0.1 0.0
C 1.84299 -0.13855 -0.48292 0.2 0.1 0.1
C 0.62655 0.20349 0.32573 0.2 -0.1 0.1
C -0.42907 1.07279 -0.29590 -0.1 0.2 -0.1
N -0.56919 -0.35065 -0.29465 -0.2 -0.1 0.0
C -1.54629 -1.01671 0.44488 -0.3 0.2 0.1
O -2.59306 -0.53765 0.79814 0.3 -0.2 -0.2
H 1.53695 -0.64515 -1.42167 0.3 0.1 -0.1
H 0.71757 0.23966 1.41260 0.0 -0.1 -0.2
H -0.22363 1.52688 -1.26323 -0.1 -0.1 0.1
H -1.07958 1.64495 0.36221 0.2 -0.1 0.0
H -1.26910 -2.07361 0.59034 -0.1 0.1 0.2
```
Positions in Å, forces in eV/Å.

The total energy comes out at -9812.3590 eV. The charge is 0. The SMILES is O=C[C@H]1CN1C=O. As for the spin multiplicity: 1. The orbital gap comes out at 10.81 eV.

=====

[3]
Density functional theory data (ωB97M-V/def2-TZVPD) for a 2-piece molecular cluster, C4H5NO2 overall.

XYZ file:
```
12
Properties=species:S:1:pos:R:3:forces:R:3
C 0.06991 1.57786 0.08881 0.2 0.0 -0.4
C -1.02427 1.05361 -0.46488 0.1 -0.1 0.6
C -1.69550 -0.10914 0.19721 0.0 -0.1 0.1
O -1.24527 -0.73742 1.13727 0.0 0.5 -0.7
H 0.61462 2.39607 -0.37339 -0.2 0.0 0.1
H 0.51381 1.17679 0.99519 -0.3 0.0 -0.1
H -1.49076 1.48276 -1.35541 0.2 -0.3 0.2
H -2.67774 -0.38785 -0.23832 0.1 0.0 0.1
N 2.10092 -0.97156 0.42618 -0.1 0.0 -0.4
C 1.87528 -1.83614 -0.40376 -1.0 -1.9 0.1
O 1.62915 -2.76122 -1.09071 0.8 1.6 0.3
H 1.30409 -0.86244 1.06098 0.2 0.2 -0.1
```
Positions in Å, forces in eV/Å.

The total energy comes out at -9812.8585 eV. The charge is 0. The SMILES is C=CC=O.N=C=O. As for the spin multiplicity: 1. The orbital gap comes out at 10.21 eV.